1.
99
Properties=species:S:1:pos:R:3:lowdin_charge:R:1 method="wB97M-V/def2-TZVPD" charge=0 multiplicity=1 gap_ev=4.99
H 1.834 3.493 -0.179 0.015
H -3.989 2.193 -0.516 0.086
H -4.258 0.496 -0.913 0.066
H -5.839 0.244 0.893 0.094
H 2.498 -4.424 -1.268 0.078
H 3.729 0.213 -0.813 0.072
H 4.662 1.562 -0.122 0.090
H -0.593 -4.401 -3.681 0.065
H 0.806 -5.267 -3.021 0.087
C -1.284 2.751 -2.543 -0.190
H 3.716 -3.372 -1.974 0.094
H -0.782 -0.328 -4.685 0.131
C -0.243 -4.081 -1.558 -0.184
C 0.289 3.093 2.191 -0.076
H -3.136 -3.198 -4.694 0.076
H -0.724 -3.210 -5.777 0.086
H -2.877 -3.995 -3.131 0.076
H -1.964 -1.987 -6.106 0.081
C 3.784 0.914 0.043 -0.059
C 2.346 -0.143 4.792 -0.087
H -4.337 0.017 4.936 0.122
H -4.289 -2.997 -3.395 0.095
H -0.404 -2.146 -2.602 0.095
H -1.177 3.507 -3.332 0.026
C -2.100 1.377 4.365 -0.093
O -0.214 -0.349 6.085 0.024
H -1.915 2.437 4.675 0.109
N -0.387 -0.768 3.689 -0.143
C 5.050 -0.514 1.637 -0.064
H -2.235 0.850 5.313 0.071
H -1.792 1.875 -2.970 0.007
H 0.428 4.175 2.338 0.105
H -0.351 -1.811 -6.747 0.091
C -3.819 0.843 1.154 -0.245
N -1.460 1.465 1.680 -0.041
H 4.333 -1.547 4.803 0.116
H 2.033 3.058 -3.647 0.016
C 3.885 0.223 1.379 -0.224
H 1.219 0.099 -0.854 -0.098
C -1.008 2.735 1.809 -0.343
H 0.253 -4.561 -0.707 0.128
H -0.610 0.029 -1.239 -0.108
Sr -0.148 -0.750 1.347 1.366
H 3.471 3.227 2.357 0.089
H -2.849 -0.948 -3.580 0.139
H 3.064 2.527 3.880 0.080
H -6.234 -0.311 3.313 0.085
N 1.616 1.021 2.122 -0.005
C -0.196 -4.903 -2.797 -0.071
H -2.839 3.838 2.338 0.089
H -1.193 1.016 3.731 0.065
H 2.862 -2.848 -0.527 0.091
H 5.833 -0.536 0.891 0.096
H 1.747 -1.048 4.755 0.067
C 1.724 -2.753 -2.339 -0.225
H 1.321 1.440 -4.041 0.001
C 1.012 3.738 -0.861 -0.178
H -0.825 -5.778 -2.641 0.098
C -0.911 -2.141 -5.884 -0.058
C 2.620 3.049 3.026 -0.021
C -2.008 3.854 1.622 -0.024
C -3.647 1.168 -0.299 -0.062
C -2.800 1.156 2.056 -0.240
H -1.932 3.169 -1.759 0.013
C 4.273 -1.072 3.818 -0.080
H -1.563 4.841 1.728 0.073
H 6.181 -1.708 3.107 0.086
O -1.065 -1.977 -3.468 -0.147
C 2.756 -3.386 -1.470 -0.045
C -5.274 0.043 2.983 -0.087
H -2.612 1.106 -0.657 0.039
C -4.257 0.340 3.879 -0.056
H 2.894 1.552 -0.016 0.041
H 2.368 4.026 3.410 0.069
H 1.378 4.522 -1.540 0.028
H 0.213 4.172 -0.249 0.013
C 3.201 -0.237 3.620 -0.236
C 0.327 0.586 -1.242 -0.332
C 2.849 0.325 2.348 -0.208
C -5.041 0.355 1.616 -0.069
Si 0.430 2.293 -1.914 0.341
H 1.813 0.825 4.794 0.095
H 1.915 -1.698 -2.541 0.114
H 2.778 -0.309 5.790 0.098
H -1.262 -3.836 -1.247 0.121
C -0.473 -1.374 -4.687 -0.142
H 1.620 -3.286 -3.291 0.114
C -2.512 -1.878 -3.122 -0.135
H -2.537 -1.782 -2.034 0.131
C 1.738 2.078 -3.250 -0.209
C -3.161 1.058 3.438 -0.233
C -0.390 -0.635 4.915 -0.574
H -2.482 3.853 0.636 0.069
O 0.409 -2.740 -1.661 -0.206
C -3.231 -3.083 -3.615 -0.051
H 0.606 -1.421 -4.527 0.125
H 2.621 1.568 -2.836 0.015
C 5.274 -1.188 2.873 -0.075
C 1.445 2.325 2.394 -0.328

2.
106
Properties=species:S:1:pos:R:3:lowdin_charge:R:1 method="wB97M-V/def2-TZVPD" charge=-2 multiplicity=1 gap_ev=4.94
H 3.098 3.222 -0.785 0.080
H -0.682 -2.896 1.891 0.049
C -2.656 2.810 -0.716 -0.298
H 2.330 0.928 -3.946 0.080
H -6.115 2.064 1.822 0.076
H -3.168 3.476 -0.014 0.077
C 3.755 0.837 2.286 -0.104
H -3.519 3.122 1.968 0.070
C 0.039 -5.773 -1.505 -0.022
H 4.728 1.199 -3.579 0.076
P -3.072 1.044 -0.293 1.082
H -4.877 -0.888 1.046 0.055
C -5.611 1.852 0.871 -0.107
H -2.048 -0.225 -2.569 0.054
H -1.134 7.670 -1.070 0.080
H 2.893 -5.653 2.803 0.067
H 6.106 1.831 1.467 0.076
C 0.742 6.671 -0.799 -0.141
C -4.525 -0.893 -1.674 -0.109
H 3.793 -4.389 3.663 0.066
C -3.491 2.054 2.199 -0.092
B -0.129 2.081 -0.492 -0.528
C -2.840 0.449 -2.906 -0.115
H -1.298 -5.373 1.883 0.059
C 2.413 -3.639 2.182 -0.202
C 3.320 0.626 -2.051 -0.701
H 3.264 1.786 2.511 0.079
H -4.844 -1.293 -2.645 0.078
H 2.111 2.284 -2.823 0.079
H 5.556 -0.602 -0.287 0.056
C -5.085 1.424 -2.406 -0.103
H -2.475 5.578 -1.002 0.093
N -1.226 3.043 -0.649 -0.025
C 5.033 -0.542 0.670 -0.107
H 5.824 1.938 -0.273 0.050
H -0.212 -5.618 3.258 0.065
H 1.205 0.797 -2.575 0.052
H -5.395 -0.895 -1.014 0.061
H 4.865 2.914 0.847 0.068
C 2.170 1.196 -2.895 -0.109
C 3.395 -0.880 -2.336 -0.111
C 5.330 1.938 0.699 -0.102
H 2.996 0.071 2.464 0.052
H 4.198 -1.369 -1.785 0.058
Tl -0.327 -0.362 0.063 0.637
C 2.414 2.644 -0.151 -0.308
C 1.408 5.453 -0.625 -0.033
H -0.884 -6.505 -3.309 0.087
C 2.821 -4.655 3.240 -0.076
H 4.627 2.364 -2.254 0.069
N -2.009 -3.934 -1.482 0.076
H 4.581 0.711 2.997 0.081
H 4.328 -1.375 0.735 0.073
H -6.258 1.184 0.299 0.058
H -1.201 -3.150 0.207 0.023
C -1.925 -4.818 -2.462 -0.168
H -2.446 1.741 2.306 0.058
C -1.396 5.541 -0.906 -0.035
O -0.119 0.115 4.655 -0.411
H -3.462 -0.576 2.090 0.055
C -0.022 -4.826 -0.489 -0.098
H -5.088 -0.118 2.624 0.082
H -3.031 3.067 -1.712 0.075
C -0.846 -4.886 2.751 -0.063
H -5.971 1.395 -1.772 0.053
C -0.929 -5.788 -2.499 -0.078
C -0.743 4.332 -0.734 -0.182
H 2.483 5.431 -0.496 0.093
H -3.238 0.066 -3.853 0.079
H -2.392 1.427 -3.095 0.076
H 2.618 2.931 0.885 0.092
C 0.666 4.284 -0.611 -0.180
H 0.319 -3.124 3.228 0.111
O 2.236 -5.200 -0.002 0.008
C -4.427 -0.187 1.752 -0.102
H 2.458 -1.370 -2.062 0.070
H -3.769 -1.568 -1.266 0.068
H 5.777 -0.670 1.464 0.079
H -5.381 1.078 -3.404 0.075
C 1.189 -4.684 0.405 -0.409
S -0.213 -0.088 3.204 0.170
H 3.174 -3.589 1.405 0.106
H -2.666 -4.745 -3.253 0.094
C -0.051 -3.650 2.352 -0.214
C 4.619 1.297 -2.492 -0.108
C 4.319 0.798 0.857 -0.700
C -0.636 6.715 -0.941 -0.141
C -1.096 -3.941 -0.517 -0.119
H 2.098 -4.678 4.058 0.066
C -3.971 0.522 -1.868 -0.702
P 2.787 0.826 -0.245 1.113
H 3.571 -1.043 -3.406 0.077
H 0.878 -6.457 -1.521 0.110
H -3.974 1.913 3.171 0.089
N 1.140 -3.970 1.544 -0.018
H -1.650 -4.591 3.427 0.077
H 5.493 0.835 -2.031 0.057
C -4.252 1.217 1.155 -0.696
O 0.994 -0.807 2.687 -0.492
O -0.309 1.215 2.470 -0.466
N 1.042 2.963 -0.476 -0.034
H -4.773 2.465 -2.503 0.063
H 1.314 7.592 -0.815 0.080
O -1.420 -0.898 2.851 -0.473
H 2.283 -2.642 2.608 0.098
H -5.519 2.795 0.325 0.071

3.
103
Properties=species:S:1:pos:R:3:lowdin_charge:R:1 method="wB97M-V/def2-TZVPD" charge=-1 multiplicity=3 gap_ev="5.40 / 5.56" s2=2.021
H 6.689 -0.860 -1.002 0.072
H 0.895 -5.468 5.055 0.063
C -0.661 -2.254 2.174 -0.247
H 2.766 -3.775 -1.295 0.066
H -6.465 3.385 -3.154 0.068
H 0.247 -3.349 -0.660 0.083
H 3.245 -3.116 -3.673 0.062
P 0.913 -1.828 -2.287 0.653
H -3.554 -0.510 4.887 0.069
C -1.738 3.161 -4.420 -0.377
C 3.056 -0.482 0.824 -0.055
H 0.732 -1.728 -6.076 0.074
H -3.230 -3.839 2.183 0.051
C 4.300 -0.210 0.302 -0.051
H -3.306 -1.009 -1.057 0.009
H 1.791 -5.109 -0.688 0.077
H 0.175 3.606 0.116 0.001
C -5.242 1.609 -2.972 -0.366
H 2.846 -2.907 -5.385 0.077
H -3.079 1.547 3.760 0.072
H -3.420 -2.100 4.132 0.053
H 3.778 -1.005 -2.932 0.093
C -3.874 -3.284 1.500 -0.118
C -2.508 1.035 2.979 -0.154
H 6.328 0.798 -1.489 0.071
H -1.896 4.094 -4.972 0.104
C 2.027 -1.004 0.011 -0.330
H -4.004 -0.400 2.415 0.099
H 1.875 -3.983 -4.383 0.061
C 1.442 -3.864 3.074 -0.070
C 0.186 -4.004 3.658 -0.304
H 2.260 -4.489 3.422 0.100
H 0.391 2.376 3.801 0.080
C 0.740 4.477 3.342 -0.248
C 2.423 -3.041 -4.386 -0.117
H -6.038 1.060 -2.458 0.104
P -2.714 1.845 -2.333 0.430
H -6.388 2.394 -4.630 0.065
C 0.625 -2.124 1.565 -0.308
H 2.042 -0.933 -4.154 0.100
H 5.082 0.165 0.956 0.109
H -4.639 -0.971 0.093 0.075
C -3.928 -1.630 -0.412 -0.136
H 2.107 -4.974 -2.423 0.059
H 0.158 4.769 4.219 0.109
S -1.889 2.316 -0.557 0.278
C -3.050 -2.374 0.594 -0.528
H 2.838 -0.318 1.871 0.108
C -5.816 2.768 -3.777 -0.092
S 1.487 2.400 1.710 0.959
C -0.841 -3.198 3.182 -0.082
H -4.738 0.912 -3.657 0.089
H 0.314 2.882 -5.058 0.066
C 0.762 3.921 0.980 -0.333
H -4.599 -2.714 2.085 0.067
O -4.334 2.059 -1.984 -0.429
C 0.633 -3.562 -1.657 -0.483
H -0.284 -2.717 -5.012 0.068
N 0.785 -1.354 0.454 -0.079
C 1.659 -2.963 2.054 -0.034
S -0.720 -0.716 -2.242 0.379
H 0.127 3.796 -3.539 0.071
H -0.715 -5.822 4.423 0.070
H -4.997 3.386 -4.142 0.060
O 0.507 1.297 1.539 -0.583
H -2.343 -2.998 0.034 0.095
H -1.317 -3.564 -2.569 0.050
H -2.609 1.581 2.041 0.014
H -0.326 5.609 1.811 0.113
H 1.614 5.131 3.278 0.106
H -0.821 -5.139 -1.918 0.079
H -1.956 -1.187 4.548 0.072
C 1.902 -4.405 -1.515 -0.100
C 0.334 -1.819 -5.062 -0.146
H -2.092 2.331 -5.050 0.097
H -0.125 2.046 -3.548 0.031
C -2.982 -0.413 2.811 -0.504
C 1.489 -1.875 -4.064 -0.509
C 2.314 -1.176 -1.362 -0.261
C 3.572 -0.866 -1.876 -0.056
C -2.977 -1.105 4.172 -0.132
C 1.185 3.026 3.435 -0.294
Co -0.687 0.175 0.098 -0.158
C 4.591 -0.422 -1.050 -0.293
C -0.475 -4.249 -2.450 -0.119
H -0.133 -4.554 -3.442 0.059
H -1.811 -3.324 3.644 0.078
C -0.051 -5.017 4.751 -0.074
H -4.484 -2.333 -1.040 0.073
H 2.633 -2.910 1.586 0.101
C -0.080 4.575 2.060 -0.241
H 2.085 2.878 4.030 0.078
O -2.513 3.264 -3.247 -0.422
H -0.507 -4.558 5.632 0.069
H 6.057 -0.538 -2.620 0.067
H -1.015 4.018 2.164 0.108
C -0.256 2.962 -4.128 -0.102
H -4.427 -4.011 0.898 0.071
H -0.306 -0.965 -4.854 0.025
P -1.918 -1.143 1.436 1.059
C 5.994 -0.239 -1.574 -0.069
H 1.608 4.541 0.673 0.087
H -1.448 1.037 3.244 0.050

4.
106
Properties=species:S:1:pos:R:3:lowdin_charge:R:1 method="wB97M-V/def2-TZVPD" charge=+1 multiplicity=1 gap_ev=6.10
C -3.365 1.496 -4.834 -0.111
H 6.813 -0.086 4.569 0.078
C -0.510 -9.909 3.268 -0.271
H -0.072 -2.517 1.341 0.069
H -1.089 2.600 -5.680 0.154
H -0.437 5.856 -3.673 0.082
C -3.586 1.710 -1.939 -0.404
H 3.835 3.300 -0.251 0.127
H 2.259 2.428 -2.636 0.119
H -2.680 3.281 -0.144 0.102
C -2.883 0.108 -5.297 -0.253
H -6.149 1.138 -2.155 0.059
C 6.891 -0.644 3.640 -0.056
C -6.365 1.221 -0.024 -0.131
N 0.066 6.028 -4.545 0.110
C 5.126 1.340 0.201 -0.192
H 7.928 -0.829 3.377 0.080
H 1.950 -4.908 3.104 0.060
I -0.240 -0.814 -3.991 0.855
O 4.568 1.538 -1.094 -0.140
H -2.391 -2.165 -0.387 0.089
H 1.428 4.646 -2.291 0.132
S -0.340 -8.269 2.556 0.795
S -4.835 2.992 -1.596 0.930
C -2.327 2.166 -3.981 -0.172
H -2.250 -0.861 3.839 0.122
H -2.597 1.113 5.289 0.114
C 5.597 -0.106 0.304 -0.190
H 4.737 -0.741 0.544 0.104
H 1.600 -2.828 1.801 0.011
H 5.137 0.094 2.696 0.116
H -1.580 -0.667 -0.862 0.043
H -2.077 0.235 -6.012 0.086
H 0.272 -1.093 2.276 0.095
H -4.069 0.927 -2.506 0.073
C -0.363 3.429 -2.490 -0.028
H -0.989 3.677 0.034 0.120
H -3.445 2.124 -5.718 0.134
C -2.374 -0.789 -4.149 -0.611
S 3.806 -3.584 2.359 0.807
H -1.547 4.359 4.396 0.083
H 0.464 6.955 -4.430 0.108
C -2.386 1.226 4.237 -0.026
H 1.467 -7.719 1.123 0.032
C -0.158 -1.432 1.339 -0.058
H 4.277 3.351 -1.945 0.130
H -3.199 -0.632 -0.124 0.069
H 2.874 -1.891 0.979 0.033
O 3.781 -2.795 3.618 -0.545
C -1.891 0.247 2.053 -0.128
H 4.329 1.488 0.933 0.123
C 0.921 3.888 -4.662 -0.482
O -1.414 1.675 0.183 -0.036
H 6.327 -1.564 3.769 0.060
C 6.217 0.181 2.559 -0.286
C -2.424 3.730 4.548 -0.042
C -1.959 2.635 2.346 0.023
C 0.739 4.081 -1.668 -0.150
C -2.227 -1.123 -0.115 -0.067
H 0.386 -10.155 3.837 0.061
O 1.400 3.138 -0.873 -0.102
H -2.740 -0.493 -3.175 0.007
H 0.390 -1.007 0.501 0.085
H 0.278 4.802 -0.998 0.135
C -2.266 2.499 3.698 -0.266
O 1.571 3.157 -5.327 0.201
H -1.374 -9.898 3.930 0.051
H -0.669 -10.635 2.471 0.054
C -2.189 0.128 3.407 -0.016
C 3.805 2.734 -1.179 -0.170
H 2.208 1.309 -1.292 0.133
O 1.232 5.186 -4.567 -0.026
H -6.435 0.147 -0.167 0.073
C -1.490 2.886 -1.878 -0.041
O 0.045 -7.344 3.654 -0.558
C 2.381 2.349 -1.555 -0.128
C -1.211 2.693 -4.614 0.064
H -2.445 3.487 5.604 0.078
H 0.941 -9.400 0.881 0.054
C -0.236 3.337 -3.882 -0.052
O 6.595 -0.291 1.274 -0.131
C -1.668 2.950 -0.390 -0.129
H -2.699 -1.806 -4.322 0.046
H -4.349 1.489 -4.379 0.112
H -3.293 4.321 4.269 0.083
C 1.154 -8.632 1.624 -0.274
H 6.501 1.230 2.673 0.116
H 2.455 -3.514 0.383 0.065
H -5.540 1.476 0.632 0.061
H -1.841 3.642 1.974 0.114
H -2.179 -1.822 1.862 0.128
N -2.435 2.265 -2.644 0.040
H -3.709 -0.401 -5.785 0.118
H 3.516 -5.705 3.378 0.057
H -7.177 2.455 -1.670 0.074
H 1.938 -8.967 2.305 0.061
C 2.552 -2.888 1.271 -0.277
H -7.300 1.503 0.453 0.073
H 2.823 -5.671 1.740 0.041
C -1.653 -1.059 1.294 -0.342
C -1.776 1.536 1.512 -0.186
C -6.281 1.911 -1.400 -0.501
H -3.256 1.256 -1.020 0.068
H 5.944 2.034 0.397 0.137
H 5.972 -0.406 -0.671 0.132
C 2.929 -5.119 2.674 -0.268